A structure of composition C36H34N7O2S2W at a distorted geometry, computed with ωB97M-V/def2-TZVPD.

Properties
relative energy (zero: lowest compared OMol25 entry of this formula, charge and spin)	98.6	kcal/mol
total energy	-2789.153006	hartree
highest occupied orbital energy (alpha / beta)	-9.2 / -10.0	eV

```
! RIJCOSX wB97M-V def2-TZVPD def2/J DEFGRID3
* xyz 1 3
W 0.47 0.67 -0.13
C -0.79 6.28 -0.77
C -1.71 5.46 -0.13
C -1.59 4.08 -0.20
C -0.61 3.52 -1.02
C 0.33 4.36 -1.69
C 0.21 5.73 -1.53
N -0.53 2.09 -1.24
C -1.40 1.57 -2.23
C -2.30 2.28 -3.07
C -2.86 1.69 -4.21
C -2.61 0.35 -4.48
C -1.87 -0.42 -3.61
C -1.23 0.20 -2.53
N -0.22 -0.48 -1.76
N -0.76 -1.09 -0.67
C 0.18 -1.49 0.23
C -0.89 -3.42 1.19
C -1.18 -4.13 2.30
C -0.63 -3.72 3.57
C -0.29 -2.40 3.67
N -0.64 -1.46 2.55
H -0.82 7.35 -0.70
H -2.55 5.95 0.39
H -2.29 3.41 0.27
H 1.05 3.91 -2.34
H 0.92 6.39 -2.04
H -2.42 3.32 -2.86
H -3.41 2.25 -4.92
H -3.06 -0.12 -5.36
H -1.66 -1.45 -3.82
H -1.00 -3.73 0.16
H -1.54 -5.12 2.17
H -0.34 -4.38 4.40
H 0.16 -1.89 4.51
C 2.70 -3.01 1.33
C 2.47 -1.56 0.92
N 1.53 -1.21 0.11
N -0.33 -2.15 1.34
C -1.22 -0.24 2.65
S -1.19 1.03 1.60
S -2.27 -0.01 4.11
C -3.82 -0.34 3.17
C -3.97 -1.77 2.65
C -4.03 -2.86 3.48
C -4.23 -4.14 2.95
C -4.38 -4.32 1.60
C -4.29 -3.23 0.74
C -4.09 -1.96 1.26
C 3.30 -0.54 1.43
C 4.40 -0.95 2.18
C 5.29 0.00 2.67
C 5.18 1.35 2.35
C 4.05 1.76 1.65
C 3.05 0.88 1.26
O 1.88 1.49 0.94
H 2.71 -3.28 2.41
H 3.64 -3.34 0.93
H 1.94 -3.64 0.91
H -3.86 0.34 2.36
H -4.58 -0.10 3.88
H -3.84 -2.73 4.52
H -4.19 -5.00 3.60
H -4.47 -5.32 1.19
H -4.38 -3.33 -0.34
H -4.00 -1.15 0.57
H 4.68 -1.96 2.45
H 6.12 -0.36 3.27
H 5.95 2.03 2.63
H 3.86 2.80 1.43
C 4.48 1.12 -3.23
N 3.07 0.94 -3.54
C 2.77 0.75 -4.96
C 2.09 0.95 -2.67
O 2.19 0.94 -1.43
H 5.01 0.20 -3.45
H 4.65 1.32 -2.18
H 4.85 1.93 -3.86
H 3.12 1.61 -5.53
H 1.68 0.68 -5.05
H 3.24 -0.13 -5.31
H 1.10 0.94 -3.09
*
```

Löwdin atomic charges, in units of e: atom 1 (W): 1.48, atom 2 (C): -0.10, atom 3 (C): -0.07, atom 4 (C): -0.05, atom 5 (C): -0.29, atom 6 (C): 0.00, atom 7 (C): -0.09, atom 8 (N): -0.15, atom 9 (C): -0.23, atom 10 (C): 0.00, atom 11 (C): -0.07, atom 12 (C): -0.10, atom 13 (C): -0.04, atom 14 (C): -0.25, atom 15 (N): -0.12, atom 16 (N): 0.03, atom 17 (C): -0.48, atom 18 (C): -0.04, atom 19 (C): -0.09, atom 20 (C): -0.04, atom 21 (C): -0.04, atom 22 (N): -0.06, atom 23 (H): 0.10, atom 24 (H): 0.11, atom 25 (H): 0.09, atom 26 (H): 0.09, atom 27 (H): 0.11, atom 28 (H): 0.10, atom 29 (H): 0.10, atom 30 (H): 0.11, atom 31 (H): 0.11, atom 32 (H): 0.14, atom 33 (H): 0.10, atom 34 (H): 0.13, atom 35 (H): 0.11, atom 36 (C): 0.01, atom 37 (C): -0.22, atom 38 (N): 0.07, atom 39 (N): -0.02, atom 40 (C): -0.94, atom 41 (S): 0.78, atom 42 (S): 0.91, atom 43 (C): -0.37, atom 44 (C): -0.28, atom 45 (C): -0.05, atom 46 (C): -0.09, atom 47 (C): -0.10, atom 48 (C): -0.08, atom 49 (C): -0.04, atom 50 (C): -0.11, atom 51 (C): -0.02, atom 52 (C): -0.07, atom 53 (C): -0.02, atom 54 (C): 0.00, atom 55 (C): -0.26, atom 56 (O): -0.29, atom 57 (H): 0.11, atom 58 (H): 0.09, atom 59 (H): 0.07, atom 60 (H): 0.05, atom 61 (H): 0.07, atom 62 (H): 0.11, atom 63 (H): 0.11, atom 64 (H): 0.11, atom 65 (H): 0.11, atom 66 (H): 0.11, atom 67 (H): 0.11, atom 68 (H): 0.11, atom 69 (H): 0.11, atom 70 (H): 0.13, atom 71 (C): 0.00, atom 72 (N): -0.15, atom 73 (C): -0.01, atom 74 (C): -0.26, atom 75 (O): -0.12, atom 76 (H): 0.10, atom 77 (H): 0.09, atom 78 (H): 0.10, atom 79 (H): 0.10, atom 80 (H): 0.10, atom 81 (H): 0.09, atom 82 (H): 0.12